Record 1
A structure of composition C3H4NOP, computed with ωB97M-V with the def2-TZVPD basis set.

Geometry (Å):
P: -2.61 -0.33 0.08
O: -2.65 1.09 -0.16
N: -0.30 -0.78 -0.20
C: 0.26 0.47 -0.18
C: 1.50 0.88 0.11
C: 0.30 -1.89 -0.13
H: -0.22 -2.74 0.09
H: 1.85 1.84 0.33
H: 2.30 0.25 0.15
H: -0.42 1.20 -0.09

The value obtained for the energy above the lowest of the compared OMol25 structures with the same formula, charge and spin is 3.8930 eV. The largest force on an atom comes out at 3.81 eV/Å. Its LUMO energy (spin up / spin down) is -1.6 / -1.6 eV. For the HOMO energy (spin up / spin down), the calculation gives -7.22 / -7.22 eV. The spin multiplicity is 1.

Here are the Mulliken charges for atoms 1 to 6, given in e: atom 1 (P): 0.58, atom 2 (O): -0.34, atom 3 (N): -0.21, atom 4 (C): 0.04, atom 5 (C): -0.90, atom 6 (C): -0.43



Record 2
A structure of composition C45H41AsF6GaSb3, computed with ωB97M-V with the def2-TZVPD basis set.

Geometry (Å):
Sb: 2.61 -0.34 -0.42
Sb: -1.09 -2.41 2.08
Sb: -0.27 0.56 -3.55
As: -0.91 2.14 0.41
Ga: 0.17 -0.81 0.43
F: -0.96 0.43 -0.57
F: -0.06 1.01 1.57
F: -1.64 2.84 -0.95
F: -2.38 1.63 1.06
F: -0.72 3.48 1.38
F: 0.64 2.29 -0.34
C: -1.57 -7.09 0.94
C: 4.98 -3.37 -2.44
C: -3.75 -1.09 1.45
C: 3.15 -3.30 -0.35
C: -2.98 -1.64 2.47
C: 0.16 -0.95 4.42
C: 4.66 -4.54 -1.76
C: 3.12 1.12 -1.90
C: -2.51 -4.98 1.60
C: 0.99 -0.80 5.52
C: 1.16 -2.16 -3.56
C: 5.07 0.08 1.21
C: -4.74 -1.27 4.06
C: 3.70 0.33 1.24
C: -2.67 -6.32 1.30
C: 5.28 1.21 3.32
C: -5.02 -0.62 1.75
C: 4.39 -2.17 -2.09
C: 1.79 -1.85 5.94
C: 0.13 -2.18 3.76
C: 1.61 1.48 -3.98
C: 3.11 1.01 2.30
C: -1.55 0.73 -5.19
C: 3.75 -4.50 -0.71
C: -3.46 -1.73 3.78
C: 2.88 0.88 -3.38
C: -2.44 1.79 -5.30
C: 5.86 0.53 2.26
C: -3.22 1.89 -6.44
C: 0.08 -1.45 -3.03
C: -5.51 -0.72 3.04
C: -1.24 -4.41 1.53
C: -3.10 0.95 -7.45
C: -2.20 -0.11 -7.33
C: -0.82 -2.10 -2.17
C: 1.35 -3.50 -3.21
C: 1.76 -3.08 5.28
C: 3.91 1.45 3.34
C: 3.47 -2.14 -1.05
C: 0.92 -3.25 4.18
C: -1.42 -0.23 -6.19
C: -0.13 -5.17 1.17
C: -0.30 -6.52 0.87
C: -0.63 -3.43 -1.84
C: 0.46 -4.13 -2.35
H: 1.49 2.53 -3.71
H: -3.37 -4.39 1.89
H: -0.48 -0.13 4.11
H: -3.71 1.03 -8.34
H: 1.01 0.14 6.05
H: 2.46 -3.28 0.49
H: -2.86 -2.15 4.57
H: 0.86 -4.73 1.11
H: -2.54 2.53 -4.51
H: 2.43 -1.73 6.81
H: 6.92 0.35 2.24
H: -0.74 -1.07 -6.10
H: 0.55 -7.12 0.60
H: 3.47 1.99 4.17
H: -5.12 -1.33 5.06
H: 5.90 1.57 4.13
H: 5.71 -3.40 -3.25
H: -2.12 -0.84 -8.12
H: -1.35 -3.94 -1.22
H: 4.68 -1.27 -2.62
H: -1.70 -8.14 0.71
H: 2.96 -0.19 -3.61
H: -1.71 -1.58 -1.81
H: -3.92 2.71 -6.54
H: -3.37 -1.01 0.44
H: -5.63 -0.19 0.97
H: 5.53 -0.47 0.40
H: 2.05 1.22 2.32
H: 4.20 1.12 -1.70
H: -3.65 -6.77 1.35
H: 3.52 -5.41 -0.17
H: 1.65 1.44 -5.07
H: 3.71 1.35 -3.92
H: 5.13 -5.47 -2.04
H: 0.60 -5.17 -2.10
H: 2.36 -3.90 5.63
H: 0.87 -4.21 3.70
H: 1.84 -1.71 -4.26
H: 2.18 -4.04 -3.63
H: -6.51 -0.36 3.27
H: 2.75 2.08 -1.54

The value obtained for the energy above the lowest of the compared OMol25 structures with the same formula, charge and spin is 0.0000 eV. The largest force on an atom comes out at 0.56 eV/Å. Its LUMO energy (spin up / spin down) is -8.6 / -10.1 eV. For the HOMO energy (spin up / spin down), the calculation gives -16.26 / -16.34 eV. The spin multiplicity is 2. Its total charge is +3.

Here are the Mulliken charges for atoms 1 to 6, given in e: atom 1 (Sb): 0.38, atom 2 (Sb): 1.79, atom 3 (Sb): 1.07, atom 4 (As): 2.00, atom 5 (Ga): 0.99, atom 6 (F): -0.45



Record 3
The molecule C6H9N, computed with ωB97M-V with the def2-TZVPD basis set.

Geometry (Å):
N: 2.04 0.50 -0.06
C: 0.00 -0.66 -1.12
C: -1.58 0.90 -0.01
C: 0.67 0.23 -0.08
C: -1.26 -0.63 -0.11
C: -0.07 -0.73 1.04
C: -0.26 1.39 -0.10
H: -2.46 1.60 0.02
H: 0.59 -1.67 -1.16
H: -0.24 -0.30 -2.07
H: -0.59 0.08 1.81
H: -1.93 -1.61 -0.03
H: -0.04 2.40 -0.23
H: 0.38 -1.65 1.48
H: 2.49 -0.47 -0.39
H: 2.26 0.61 1.00

The value obtained for the energy above the lowest of the compared OMol25 structures with the same formula, charge and spin is 4.5059 eV. The largest force on an atom comes out at 5.20 eV/Å. Its LUMO energy is 1.1 eV. Its SMILES is N[C@]12C=C[C@H](C1)C2. For the HOMO energy, the calculation gives -8.69 eV. The spin multiplicity is 1.

Here are the Mulliken charges for atoms 1 to 6, given in e: atom 1 (N): -0.71, atom 2 (C): -0.57, atom 3 (C): -0.73, atom 4 (C): 0.11, atom 5 (C): -0.14, atom 6 (C): -0.66



Record 4
The molecule C3H6N2O2S, computed with ωB97M-V with the def2-TZVPD basis set.

Geometry (Å):
S: 2.16 -0.81 -0.01
O: -0.82 -1.46 0.75
O: -2.70 -1.40 -0.26
N: -1.61 -0.91 -0.15
N: 1.65 -2.02 0.80
C: -1.27 0.28 -0.66
C: 0.01 1.06 -0.57
C: 1.16 0.73 0.41
H: -0.24 2.07 -0.31
H: 1.89 1.47 0.33
H: 0.81 0.64 1.38
H: -2.07 0.88 -1.12
H: 0.38 1.44 -1.63
H: 0.65 -1.97 1.04

The value obtained for the energy above the lowest of the compared OMol25 structures with the same formula, charge and spin is 8.4993 eV. The largest force on an atom comes out at 5.78 eV/Å. Its LUMO energy (spin up / spin down) is -0.1 / -2.8 eV. For the HOMO energy (spin up / spin down), the calculation gives -9.37 / -7.62 eV. The spin multiplicity is 1.

Here are the Mulliken charges for atoms 1 to 6, given in e: atom 1 (S): 0.12, atom 2 (O): -0.64, atom 3 (O): -0.55, atom 4 (N): 0.81, atom 5 (N): -0.52, atom 6 (C): -0.28



Record 5
A cluster of 2 separate species, H4OS2 in total, computed with ωB97M-V with the def2-TZVPD basis set.

Geometry (Å):
S: 2.18 0.26 -0.83
S: 3.47 -0.97 0.14
O: -3.58 1.21 0.44
H: -3.56 0.30 0.06
H: -2.70 1.32 0.86
H: 2.61 -1.51 1.03
H: 1.57 -0.60 -1.68

The value obtained for the energy above the lowest of the compared OMol25 structures with the same formula, charge and spin is 0.1693 eV. The largest force on an atom comes out at 1.24 eV/Å. Its LUMO energy is 0.3 eV. Its SMILES is SS.O. For the HOMO energy, the calculation gives -9.66 eV. The spin multiplicity is 1.

Here are the Mulliken charges for atoms 1 to 6, given in e: atom 1 (S): -0.17, atom 2 (S): -0.16, atom 3 (O): -0.65, atom 4 (H): 0.32, atom 5 (H): 0.32, atom 6 (H): 0.17



Record 6
A structure of composition C21H16N5O2Os, computed with ωB97M-V with the def2-TZVPD basis set.

Geometry (Å):
Os: 0.19 0.74 0.00
O: 0.80 -1.50 0.00
O: 2.18 0.42 0.00
N: 0.86 2.72 0.00
N: 2.07 -1.67 0.00
N: -1.60 1.84 0.00
N: 2.85 -0.68 0.00
N: -1.75 -0.80 0.00
C: -4.19 -2.19 0.00
C: -4.15 -0.81 0.00
C: -2.98 -2.86 0.00
C: -1.47 3.20 0.00
C: 3.87 -5.57 0.00
C: 2.67 -2.99 0.00
C: 2.15 3.09 0.00
C: -1.80 -2.14 0.00
C: 4.06 -3.12 0.00
C: 1.58 5.41 0.00
C: -3.97 2.12 0.00
C: 2.50 -5.42 0.00
C: 1.88 -4.10 0.00
C: -3.83 3.49 0.00
C: 4.65 -4.44 0.00
C: 2.54 4.42 0.00
C: -2.93 -0.16 0.00
C: 0.24 5.03 0.00
C: -2.85 1.31 0.00
C: -0.09 3.69 0.00
C: -2.56 4.04 0.00
H: 3.60 4.65 0.00
H: 1.85 6.45 0.00
H: 4.32 -6.55 0.00
H: 1.86 -6.29 0.00
H: -2.43 5.11 0.00
H: -0.53 5.78 0.00
H: -5.08 -0.26 0.00
H: 4.69 -2.25 0.00
H: -2.94 -3.94 0.00
H: -0.86 -2.65 0.00
H: 2.89 2.31 0.00
H: 0.81 -4.01 0.00
H: 5.73 -4.53 0.00
H: -4.70 4.13 0.00
H: -4.96 1.69 0.00
H: -5.13 -2.72 0.00

The largest force on an atom comes out at 0.71 eV/Å. Its LUMO energy (spin up / spin down) is -9.7 / -13.3 eV. For the HOMO energy (spin up / spin down), the calculation gives -17.51 / -17.49 eV. The spin multiplicity is 5. Its total charge is +3.

Here are the Mulliken charges for atoms 1 to 6, given in e: atom 1 (Os): 1.42, atom 2 (O): -0.93, atom 3 (O): -0.52, atom 4 (N): -0.32, atom 5 (N): 1.07, atom 6 (N): -0.34



Record 7
The molecule C25H27N3O4S, computed with ωB97M-V with the def2-TZVPD basis set.

Geometry (Å):
S: -1.54 0.48 -4.69
O: 0.10 -2.41 2.79
O: 1.44 1.92 -3.60
O: -0.74 2.18 2.27
O: 1.34 1.64 2.92
N: -3.51 0.13 -2.95
N: -0.74 -4.10 1.56
N: -2.30 -2.67 -1.28
C: -1.09 -1.84 0.80
C: -4.23 -2.36 -3.93
C: -4.92 -1.80 -2.86
C: -1.31 1.83 -3.46
C: 2.08 3.56 1.63
C: -0.45 1.34 -2.34
C: -2.86 -0.42 -3.96
C: 3.35 -1.01 3.21
C: 1.08 -0.95 4.35
C: 1.72 0.84 -1.43
C: 0.95 1.37 -2.46
C: -1.76 -2.28 -0.34
C: 1.68 3.02 3.00
C: 2.84 1.94 -3.79
C: 0.33 -1.09 3.06
C: -0.93 -0.35 1.02
C: 2.46 -1.62 4.29
C: -1.03 0.80 -1.20
C: -0.26 0.27 -0.18
C: -3.19 -1.67 -4.50
C: -0.11 -0.10 2.27
C: 0.10 1.35 2.49
C: 1.12 0.29 -0.31
C: -4.51 -0.55 -2.41
C: -0.58 -2.75 1.67
H: -1.05 -4.46 0.68
H: -5.73 -2.31 -2.38
H: 0.81 3.58 3.38
H: 2.94 -1.51 5.26
H: -2.62 -2.06 -5.33
H: -0.12 -4.68 2.11
H: -5.00 -0.06 -1.58
H: 2.50 3.08 3.71
H: 1.75 -0.12 0.47
H: 1.25 3.49 0.94
H: 2.38 4.60 1.72
H: -0.83 2.64 -4.01
H: 3.26 0.93 -3.80
H: 2.99 2.40 -4.76
H: 2.80 0.85 -1.50
H: -1.91 0.12 1.14
H: 4.35 -1.43 3.26
H: 0.49 -1.43 5.13
H: 3.34 2.54 -3.02
H: -4.51 -3.33 -4.31
H: 1.20 0.11 4.60
H: 2.94 -1.20 2.22
H: -2.11 0.79 -1.13
H: 2.33 -2.69 4.10
H: -2.30 2.10 -3.13
H: 3.42 0.07 3.34
H: 2.92 2.99 1.23

The value obtained for the energy above the lowest of the compared OMol25 structures with the same formula, charge and spin is 1.6258 eV. The largest force on an atom comes out at 1.32 eV/Å. Its LUMO energy is 0.6 eV. Its SMILES is CCCC1=C(C(=O)OCC)[C@@H](c2ccc(OC)c(CSc3ccccn3)c2)C(C#N)=C(N)O1. For the HOMO energy, the calculation gives -7.72 eV. The spin multiplicity is 1.

Here are the Mulliken charges for atoms 1 to 6, given in e: atom 1 (S): -0.23, atom 2 (O): -0.49, atom 3 (O): -0.47, atom 4 (O): -0.64, atom 5 (O): -0.21, atom 6 (N): -0.32



Q: spin multiplicity of number 2 (C45H41AsF6GaSb3)?
A: 2